[1]
C50H50Br12F3Li2N8O6 | ωB97M-V with the def2-TZVPD basis set

```
131
Properties=species:S:1:pos:R:3:forces:R:3
Li 36.315 1.898 -15.928 0.3 1.3 -1.2
Li 33.497 2.446 -15.156 -0.4 1.3 -0.4
C 33.835 4.331 -17.005 2.0 0.4 1.2
O 32.696 4.128 -16.207 -1.1 0.5 -0.5
O 34.775 3.478 -16.535 0.0 -1.3 -0.2
C 33.528 4.299 -18.499 -0.9 -1.3 -0.7
F 32.913 5.426 -18.899 0.0 -0.1 0.2
F 34.626 4.170 -19.266 -0.2 0.1 0.2
F 32.699 3.266 -18.842 0.3 0.3 0.1
C 31.790 5.230 -16.085 -0.6 0.5 0.7
C 30.631 4.861 -15.172 -0.2 -1.2 -0.2
H 30.006 4.064 -15.591 0.1 0.2 -0.4
H 30.972 4.401 -14.240 0.2 0.5 0.2
H 29.952 5.696 -15.014 0.2 0.2 0.2
H 31.371 5.574 -17.032 0.3 -0.3 -0.2
H 32.309 6.082 -15.633 0.3 0.0 0.0
H 34.214 5.374 -16.938 -0.4 0.1 0.4
C 28.307 4.308 -19.390 0.4 0.2 0.2
Br 29.534 5.825 -19.063 -0.8 -0.8 -0.1
Br 27.216 4.670 -20.944 0.1 -0.2 0.6
Br 27.363 3.787 -17.761 0.0 0.4 -0.4
H 28.887 3.418 -19.595 0.3 0.2 -0.3
C 31.582 9.118 -16.825 -0.1 0.2 -0.1
Br 29.969 9.178 -17.939 0.8 0.1 0.2
Br 30.992 9.048 -14.981 0.3 0.2 -0.1
Br 32.887 10.515 -17.218 -0.7 -0.2 0.3
H 32.141 8.207 -17.002 -0.3 -0.2 -0.2
C 34.143 7.498 -20.644 -0.3 0.9 0.0
Br 32.279 8.159 -20.598 0.9 -0.2 -0.1
Br 35.022 7.889 -18.937 -0.3 -0.3 -0.5
Br 35.198 8.297 -22.079 -0.5 -0.3 0.4
H 34.056 6.434 -20.813 0.2 0.0 0.1
C 31.769 2.450 -22.090 -0.3 0.5 -0.7
Br 32.173 2.101 -23.990 -0.2 0.0 1.0
Br 30.282 1.376 -21.437 0.4 0.2 -0.2
Br 31.392 4.353 -21.825 0.2 -0.6 -0.1
H 32.651 2.206 -21.514 -0.1 -0.1 0.0
C 33.061 -0.349 -18.746 -0.6 -0.2 0.1
C 34.185 0.465 -18.797 -1.4 0.2 -0.6
C 34.813 0.609 -20.022 0.8 0.8 0.1
C 34.414 -0.107 -21.136 -0.4 -0.5 0.8
C 33.315 -0.965 -21.048 0.3 -0.1 -0.4
C 32.626 -1.085 -19.849 0.8 0.3 -0.1
N 35.228 -0.044 -22.375 -0.8 -0.3 0.6
O 36.355 0.384 -22.269 0.2 0.2 -0.2
O 34.703 -0.477 -23.376 0.3 0.1 -0.3
H 32.417 -0.314 -17.874 0.2 -0.3 0.2
H 34.333 1.165 -17.985 0.5 0.0 0.0
H 35.571 1.378 -20.108 0.2 -0.3 -0.2
H 33.003 -1.526 -21.919 0.1 0.0 0.0
H 31.784 -1.758 -19.796 -0.1 0.1 0.1
C 30.271 6.490 -10.886 0.2 -0.4 -0.1
C 29.838 7.223 -11.970 0.1 1.0 0.4
C 29.369 8.517 -11.749 -0.5 0.0 -1.0
C 29.160 9.006 -10.479 0.6 -0.9 0.3
C 29.508 8.210 -9.391 0.3 0.2 0.7
C 30.116 6.987 -9.590 0.2 -0.3 -0.7
N 28.701 10.378 -10.297 -0.6 0.6 -0.1
O 28.624 11.081 -11.289 0.1 -0.2 0.1
O 28.400 10.744 -9.179 0.2 -0.3 0.1
H 30.757 5.548 -11.107 0.0 0.0 0.4
H 29.962 6.909 -12.996 0.0 -0.3 0.1
H 29.130 9.111 -12.623 -0.1 0.2 0.2
H 29.438 8.516 -8.355 -0.3 0.5 -0.2
H 30.548 6.467 -8.746 -0.3 -0.2 0.0
N 33.515 3.540 -13.162 0.6 -0.9 0.0
C 33.714 4.848 -12.982 -0.1 -0.3 -0.5
C 33.921 5.442 -11.741 0.1 -0.4 -0.8
C 33.986 4.610 -10.642 -0.3 -0.2 0.4
C 33.861 3.229 -10.818 0.6 0.6 0.0
C 33.658 2.744 -12.094 -0.6 0.1 0.5
H 33.731 5.431 -13.895 -0.2 0.1 0.2
H 34.081 6.509 -11.773 -0.1 -0.1 0.6
H 34.079 5.004 -9.637 0.2 0.1 0.0
H 33.995 2.553 -9.986 -0.2 0.0 0.0
H 33.507 1.674 -12.200 0.1 0.0 -0.3
N 29.735 3.111 -8.880 -0.4 -0.3 -0.7
C 30.574 3.043 -9.919 -0.1 -0.2 0.7
C 30.190 2.976 -11.243 0.0 0.6 -0.6
C 28.845 3.154 -11.570 0.6 -1.6 0.7
C 27.975 3.117 -10.495 -1.2 0.5 -0.3
C 28.424 3.073 -9.193 1.4 0.9 0.6
H 31.625 3.044 -9.663 0.0 -0.1 0.0
H 30.973 2.894 -11.987 -0.1 0.0 -0.2
H 28.474 3.056 -12.581 0.1 0.4 -0.1
H 26.909 3.209 -10.672 0.0 -0.1 0.0
H 27.786 3.170 -8.325 -0.4 -0.3 -0.2
N 37.490 1.914 -17.797 0.9 -0.3 -0.5
C 37.360 2.698 -18.886 -0.4 0.1 0.7
C 38.174 2.602 -20.002 -0.4 -0.4 0.0
C 39.033 1.518 -20.077 0.0 0.0 -0.9
C 39.193 0.680 -19.002 -0.1 0.3 0.3
C 38.475 0.999 -17.860 -0.5 -0.6 0.5
H 36.506 3.360 -18.817 0.3 0.2 -0.1
H 38.025 3.228 -20.870 -0.1 0.2 0.1
H 39.501 1.255 -21.018 0.2 0.3 0.1
H 39.828 -0.188 -19.105 0.1 0.0 0.4
H 38.612 0.428 -16.945 0.1 -0.2 -0.1
N 34.068 7.528 -14.297 0.0 0.2 -0.2
C 34.969 7.671 -15.278 0.0 0.1 0.3
C 35.936 8.665 -15.293 -0.3 0.0 -0.1
C 35.910 9.620 -14.286 0.2 0.2 -0.3
C 34.975 9.505 -13.284 -0.4 -0.6 0.2
C 34.091 8.416 -13.310 0.5 1.1 -0.2
H 34.902 6.972 -16.103 0.1 -0.1 0.1
H 36.656 8.697 -16.099 0.0 0.1 0.0
H 36.581 10.470 -14.315 0.1 -0.1 0.1
H 34.923 10.221 -12.475 0.0 0.0 0.0
H 33.354 8.375 -12.515 -0.2 -0.4 -0.1
N 37.630 3.147 -14.970 0.2 0.0 0.4
C 37.058 4.019 -14.120 0.1 -1.2 -0.1
C 37.784 4.836 -13.274 -0.6 -0.2 0.0
C 39.162 4.824 -13.374 0.6 0.0 0.0
C 39.785 3.951 -14.260 -0.9 0.1 0.2
C 38.964 3.116 -15.011 0.6 0.3 -0.3
H 35.983 3.884 -14.086 0.0 0.7 0.2
H 37.240 5.378 -12.512 0.2 0.3 -0.1
H 39.785 5.467 -12.765 -0.2 0.0 0.1
H 40.861 3.907 -14.326 0.0 -0.1 -0.1
H 39.436 2.435 -15.708 -0.2 -0.2 0.0
N 31.777 1.410 -15.535 -0.1 -0.3 0.1
C 30.890 1.679 -16.509 0.7 -0.5 0.0
C 29.708 0.970 -16.605 -0.1 -0.8 0.0
C 29.384 0.042 -15.619 -0.2 0.7 -0.2
C 30.223 -0.120 -14.529 -0.2 -0.1 0.0
C 31.445 0.516 -14.594 0.3 0.5 0.0
H 31.268 2.360 -17.259 -0.4 0.2 0.0
H 29.040 0.980 -17.455 0.2 0.6 -0.1
H 28.447 -0.476 -15.775 0.0 -0.2 0.5
H 29.948 -0.688 -13.651 0.1 -0.3 -0.2
H 32.236 0.312 -13.878 -0.2 0.0 0.2
```
Positions in Å, forces in eV/Å.

Its charge is +1. For the orbital gap, the calculation gives 8.495 eV. As for the electronic energy: -925930.318 eV. Its multiplicity is 1.

***

[2]
C14H28Cl14CrI3 | ωB97M-V with the def2-TZVPD basis set

```
60
Properties=species:S:1:pos:R:3:forces:R:3
Cr 17.823 -9.722 -8.211 -0.1 -0.5 0.7
I 17.665 -8.561 -10.477 0.0 -0.1 -0.1
I 19.415 -10.554 -6.248 -0.2 -0.2 -0.2
I 15.563 -10.854 -7.335 0.3 0.5 0.1
Cl 13.368 -6.171 -10.815 0.3 -0.1 0.0
C 12.646 -5.778 -9.246 -0.8 0.5 0.6
C 11.220 -6.327 -9.195 1.5 -1.1 -3.1
Cl 10.071 -5.550 -10.300 -0.1 0.4 0.0
H 12.721 -4.667 -9.127 -0.1 -1.1 0.1
H 13.100 -6.339 -8.408 0.6 0.5 -0.6
H 10.849 -6.287 -8.232 -0.9 -0.1 2.0
H 11.326 -7.366 -9.618 -0.4 0.8 1.0
Cl 18.168 -11.864 -9.339 -0.1 0.1 -0.7
C 18.145 -13.461 -8.481 1.7 0.8 2.0
C 17.764 -14.521 -9.412 -0.4 -0.9 -0.8
Cl 18.933 -14.603 -10.761 -0.3 -0.3 0.0
H 17.460 -13.407 -7.637 -0.2 0.3 -0.1
H 19.185 -13.535 -8.069 -0.9 -0.1 -0.4
H 16.758 -14.324 -9.770 0.0 0.0 -0.5
H 17.705 -15.506 -8.930 0.3 0.4 0.1
Cl 16.386 -5.083 -8.775 0.2 -0.1 -0.4
C 16.011 -4.104 -10.220 1.3 -0.8 0.0
C 16.452 -4.630 -11.547 0.9 -1.3 -0.4
Cl 16.050 -3.363 -12.742 -0.1 -0.3 -0.1
H 16.472 -3.163 -10.133 0.6 1.2 0.6
H 14.995 -3.991 -10.190 -2.6 0.4 -0.1
H 16.064 -5.616 -11.865 -0.4 0.7 0.3
H 17.535 -4.774 -11.566 0.0 0.3 0.0
Cl 22.211 -7.759 -5.019 -0.2 0.0 0.1
C 22.683 -8.699 -6.440 0.2 -0.8 -0.6
C 23.122 -10.130 -6.123 -0.3 0.7 0.0
Cl 24.626 -10.075 -5.144 -0.3 -0.4 -0.2
H 23.513 -8.177 -6.916 -0.2 0.1 0.0
H 21.828 -8.807 -7.122 0.2 0.4 0.2
H 23.307 -10.632 -7.085 0.1 0.1 0.5
H 22.309 -10.645 -5.592 0.6 0.0 0.0
Cl 12.093 -12.554 -8.913 -0.5 0.3 -0.1
C 13.324 -13.792 -9.105 1.5 -0.5 0.6
C 13.172 -14.790 -7.928 0.8 0.9 0.1
Cl 14.183 -16.229 -8.028 0.8 -0.5 -0.5
H 14.300 -13.218 -9.084 -0.9 -1.0 0.1
H 13.238 -14.332 -10.057 -0.2 0.4 0.2
H 12.194 -15.189 -7.850 -1.1 0.1 -0.1
H 13.460 -14.359 -6.970 -0.3 0.4 -0.2
Cl 15.062 -6.715 -5.923 0.3 -0.3 0.1
C 16.582 -6.785 -4.947 0.2 1.4 -0.6
C 17.652 -7.764 -5.469 -1.3 2.0 1.7
Cl 17.917 -7.434 -7.172 0.4 -0.5 -0.7
H 16.220 -7.011 -3.948 0.5 -0.2 0.1
H 16.984 -5.733 -4.982 -0.4 -1.1 0.2
H 17.300 -8.742 -5.361 -0.3 -1.5 0.0
H 18.521 -7.588 -4.832 0.3 -0.2 -0.6
Cl 17.770 -10.021 -2.425 -0.5 -1.2 -0.2
C 16.993 -11.617 -3.006 -0.6 2.0 -0.8
C 15.613 -11.848 -2.379 0.6 -0.5 -0.4
Cl 15.650 -12.149 -0.654 0.4 -0.3 1.0
H 17.734 -12.395 -2.961 0.1 -0.3 0.8
H 16.876 -11.416 -4.084 -0.2 -0.1 0.3
H 15.206 -12.769 -2.823 -0.1 0.5 -0.1
H 14.913 -11.017 -2.434 0.3 0.0 -0.8
```
Positions in Å, forces in eV/Å.

For the orbital gap (alpha / beta), the calculation gives 6.062 / 8.601 eV. As for the electronic energy: -243012.668 eV. Its multiplicity is 4.

***

[3]
C44H53F3IN3O2S | ωB97M-V with the def2-TZVPD basis set

```
107
Properties=species:S:1:pos:R:3:forces:R:3
C -2.280 -2.622 -7.441 -0.2 0.4 0.6
O -2.969 -1.722 -6.568 0.2 -0.1 -0.1
C -2.527 -1.512 -5.298 0.2 -0.1 0.8
C -1.477 -2.222 -4.674 -0.8 0.1 -0.8
C -1.010 -1.818 -3.433 -0.1 1.3 0.4
C -1.617 -0.714 -2.786 -0.5 -0.8 -0.5
C -1.040 -0.012 -1.666 -0.9 1.1 -0.5
N -1.413 1.335 -1.455 1.3 -1.0 2.3
C -1.797 2.355 -2.415 -0.4 1.4 -0.8
C -2.781 3.348 -2.128 -0.2 -0.3 0.1
C -3.447 3.532 -0.776 -0.1 -0.4 0.3
C -4.966 3.301 -0.839 -0.1 -0.1 -0.1
C -3.182 4.930 -0.197 0.2 0.0 -0.1
C -3.199 4.252 -3.116 0.4 -0.1 -0.1
C -2.622 4.234 -4.378 -0.3 -0.4 0.0
C -1.639 3.292 -4.657 0.0 0.2 0.3
C -1.147 2.427 -3.679 0.2 -0.4 0.4
C 0.164 1.707 -3.985 -0.1 -0.7 0.2
C 1.358 2.630 -3.726 0.0 0.3 0.1
C 0.210 1.062 -5.371 0.0 -0.1 -0.3
N -1.111 1.703 -0.196 0.6 -0.3 -1.5
N -0.482 0.640 0.352 -0.6 0.0 -1.4
C -0.157 0.736 1.739 0.4 1.3 0.4
C -1.228 1.064 2.620 0.2 -0.2 -0.2
C -2.685 1.022 2.164 0.0 0.6 -0.4
C -3.671 1.813 3.036 0.0 0.0 0.2
C -3.168 -0.405 1.941 0.0 -0.2 0.0
C -0.904 1.464 3.908 0.5 -0.3 0.3
C 0.436 1.486 4.315 0.0 0.5 0.2
C 1.474 1.304 3.409 -0.2 -0.3 0.2
C 1.206 0.917 2.099 -0.3 0.3 -0.1
C 2.366 0.913 1.099 -0.3 -0.1 -0.5
C 3.314 -0.278 1.261 0.0 -0.4 0.1
C 3.098 2.269 1.073 -0.3 0.2 0.1
C -0.295 -0.451 -0.551 0.9 -0.6 1.8
C 0.476 -1.554 -0.175 -1.3 1.0 -1.0
C -2.873 -0.254 -3.277 0.9 0.4 0.1
C -3.249 -0.538 -4.565 0.0 -0.9 -0.8
H -2.810 -2.499 -8.379 0.2 -0.2 -0.1
H -1.225 -2.351 -7.549 -0.1 0.1 0.0
H -2.352 -3.651 -7.081 0.0 0.0 -0.1
H -1.042 -3.073 -5.190 0.1 0.1 0.1
H -0.128 -2.263 -2.978 -0.1 0.0 -0.2
H -2.989 2.798 -0.110 -0.4 0.3 0.0
H -5.211 2.328 -1.293 0.1 0.2 0.2
H -5.400 3.353 0.174 0.1 -0.1 -0.4
H -5.454 4.071 -1.463 0.2 -0.2 0.3
H -2.104 5.135 -0.152 -0.2 0.0 0.0
H -3.649 5.698 -0.834 0.1 -0.2 0.3
H -3.602 5.011 0.817 0.1 0.0 -0.3
H -3.992 4.980 -2.884 0.6 -0.4 -0.1
H -2.948 4.934 -5.141 0.0 -0.1 0.0
H -1.216 3.228 -5.657 0.1 0.2 0.2
H 0.278 0.872 -3.294 -0.1 0.2 0.1
H 1.332 2.985 -2.686 0.1 0.0 -0.2
H 2.310 2.103 -3.885 -0.3 0.1 0.0
H 1.327 3.506 -4.391 0.0 -0.2 0.2
H -0.765 0.620 -5.621 0.3 0.1 0.0
H 0.496 1.768 -6.167 -0.1 -0.1 0.2
H 0.951 0.247 -5.370 -0.2 0.3 0.0
H -2.727 1.536 1.192 0.1 -0.3 0.4
H -3.367 2.864 3.161 0.0 -0.3 0.0
H -4.647 1.819 2.526 0.2 -0.1 0.3
H -3.799 1.368 4.037 0.0 0.1 -0.3
H -2.508 -0.953 1.261 -0.1 0.0 0.1
H -3.195 -0.949 2.893 -0.1 0.0 -0.2
H -4.174 -0.392 1.502 0.1 -0.1 0.1
H -1.694 1.767 4.599 0.3 -0.2 -0.2
H 0.681 1.701 5.359 -0.1 0.2 -0.3
H 2.512 1.491 3.711 -0.5 -0.2 -0.1
H 1.893 0.775 0.123 0.2 0.1 -0.1
H 2.796 -1.197 0.971 0.2 0.3 0.0
H 4.213 -0.205 0.631 -0.3 0.2 0.1
H 3.641 -0.424 2.296 0.0 0.2 0.0
H 2.359 3.077 1.003 0.1 0.0 0.0
H 3.704 2.466 1.970 -0.1 -0.2 -0.1
H 3.762 2.357 0.202 -0.2 -0.2 0.2
H 0.694 -1.651 0.875 0.2 -0.1 0.1
H 0.678 -2.367 -0.865 -0.2 0.1 0.2
H -3.476 0.403 -2.644 0.3 -0.1 -0.4
H -4.097 -0.065 -5.067 0.1 -0.2 0.4
C 5.822 -3.213 4.113 0.1 0.8 -0.4
C 4.486 -3.974 4.077 0.6 -0.1 -0.2
C 4.872 -5.373 4.513 -0.2 -0.9 -0.3
C 3.318 -3.304 4.767 -0.2 -0.6 0.2
C 2.044 -3.910 4.874 0.0 -0.1 -0.1
I 1.586 -6.007 4.612 -0.2 0.9 0.2
C 0.914 -3.116 5.048 -0.1 0.5 -0.5
C 1.040 -1.716 4.969 -0.2 -0.4 0.6
C 2.293 -1.167 5.230 0.1 0.0 -0.1
C 3.425 -1.968 5.160 -0.2 -0.2 -0.3
O 4.198 -4.068 2.642 -1.0 0.1 -2.4
S 2.682 -3.735 1.730 1.2 -0.5 2.0
C 3.088 -4.516 0.139 1.6 -0.9 -0.3
F 3.983 -5.555 0.268 -1.2 1.2 -0.1
F 1.958 -5.006 -0.442 1.1 0.8 0.5
F 3.675 -3.614 -0.710 -0.8 -1.0 0.5
H 6.200 -3.100 5.143 -0.2 -0.1 -0.4
H 6.556 -3.791 3.524 -0.4 0.3 0.3
H 5.751 -2.220 3.637 0.0 -0.3 0.3
H 5.082 -5.401 5.586 -0.2 -0.1 -0.1
H 4.101 -6.087 4.217 0.3 0.1 0.5
H 5.775 -5.708 3.976 -0.3 0.4 0.2
H -0.074 -3.562 5.177 0.3 0.1 -0.4
H 0.161 -1.102 4.729 0.4 -0.2 0.7
H 2.435 -0.115 5.463 -0.2 -0.2 -0.3
H 4.407 -1.529 5.292 -0.1 0.0 -0.1
```
Positions in Å, forces in eV/Å.

The relative energy (zero: lowest compared OMol25 entry of this formula, charge and spin) comes out at 145.3 kJ/mol. For the orbital gap, the calculation gives 6.199 eV. As for the electronic energy: -82137.057 eV. Its multiplicity is 1.